1.
Here is a 2-piece molecular cluster, Cl2IPS overall from the OMol25 dataset. Energies are from the ωB97M-V functional and the def2-TZVPD basis.

XYZ file:
```
5
Properties=species:S:1:pos:R:3:forces:R:3:nbo_charge:R:1
P 0.353 -0.025 -0.114 0.77 -0.92 1.08 0.730
S 2.255 -0.763 -0.004 -3.39 1.02 -0.63 -0.254
Cl 0.120 1.686 -1.179 0.01 -0.89 0.47 -0.149
Cl -2.190 -1.205 -0.925 2.25 0.88 0.53 -0.420
I -0.538 0.307 2.222 0.36 -0.08 -1.45 0.092
```
Forces are in eV/Å.

Summary:
- Gap between HOMO and LUMO (alpha / beta): 6.282 / 6.283 eV
- Spin multiplicity: 1
- ΔE to the lowest compared entry with this formula, charge and spin: 0.00 kJ/mol
- Highest occupied orbital energy (alpha / beta): -10.11 / -10.11 eV
- E_LUMO (alpha / beta): -3.825 / -3.825 eV

2.
Here is an isolated ion of composition C6H15N3 and charge +2 from the OMol25 dataset. Energies are from the ωB97M-V functional and the def2-TZVPD basis.

XYZ file:
```
24
Properties=species:S:1:pos:R:3:forces:R:3:nbo_charge:R:1
C -0.309 1.323 0.170 1.32 -2.35 -0.09 0.386
C 0.876 -0.513 -0.368 2.82 -0.23 -1.77 0.106
C 2.032 -1.215 0.415 -0.27 -1.13 -4.59 -0.651
C 1.806 2.000 -0.749 -4.12 1.01 -0.22 -0.383
C -2.415 0.488 1.185 0.98 -2.15 -1.37 -0.419
C -1.389 -1.566 -0.811 0.92 -0.86 -1.40 -0.433
N 0.826 0.966 -0.322 -0.81 0.10 0.38 -0.298
N -1.061 0.319 0.588 -1.32 2.55 -0.70 -0.211
N -0.468 -0.914 0.167 -2.26 -0.54 3.92 -0.221
H -0.464 2.326 0.231 -1.39 2.65 0.57 0.265
H 1.007 -0.630 -1.495 -0.81 -1.10 1.36 0.272
H 1.878 -2.315 0.330 -0.47 0.63 0.87 0.271
H 2.052 -0.769 1.350 0.86 0.32 1.98 0.243
H 2.944 -1.226 -0.281 -0.82 0.98 1.53 0.294
H 2.406 2.109 0.039 2.63 0.96 3.00 0.232
H 2.329 1.700 -1.543 2.01 -1.46 -3.21 0.238
H 1.289 2.960 -1.052 0.36 -1.23 0.63 0.257
H -3.317 0.318 0.648 -0.23 -1.05 -1.66 0.257
H -2.601 1.464 1.405 0.55 2.88 1.42 0.266
H -2.378 -0.188 1.965 -0.51 -0.82 2.32 0.224
H -1.388 -0.769 -1.682 -0.70 -2.09 1.51 0.258
H -0.781 -2.500 -1.065 -1.20 1.10 -0.27 0.266
H -2.365 -1.900 -0.311 1.37 0.92 -0.93 0.286
H -0.510 -1.467 1.184 1.10 0.87 -3.27 0.493
```
Forces are in eV/Å.

Summary:
- Gap between HOMO and LUMO: 11.114 eV
- Spin multiplicity: 1
- Net charge: +2
- ΔE to the lowest compared entry with this formula, charge and spin: 431.83 kJ/mol
- SMILES: C[C@@H]1N(C)C=[N+](C)[N@H+]1C
- Highest occupied orbital energy: -18.77 eV
- E_LUMO: -7.659 eV

3.
Here is C48H48AsCl3KNOP as an isolated structure from the OMol25 dataset. Energies are from the ωB97M-V functional and the def2-TZVPD basis.

XYZ file:
```
104
Properties=species:S:1:pos:R:3:forces:R:3:mulliken_charge:R:1
K -0.477 -0.027 0.457 0.20 -0.29 -0.52 1.077
C -4.063 -0.465 1.524 -0.06 0.11 0.11 -0.284
C -4.409 -0.455 0.184 -0.06 0.05 -0.06 -0.435
C -3.825 -1.355 -0.696 -0.07 0.04 -0.21 -0.633
C -2.903 -2.277 -0.234 0.11 -0.11 0.01 -0.059
C -2.575 -2.300 1.115 0.13 -0.12 0.03 -0.031
C -3.148 -1.393 1.992 0.11 -0.02 0.03 -0.095
H -4.468 0.274 2.201 -0.03 0.02 0.01 0.270
H -5.120 0.274 -0.180 -0.04 0.05 -0.02 0.456
H -4.072 -1.321 -1.751 0.00 0.00 0.02 0.344
H -2.402 -2.946 -0.920 -0.03 -0.04 -0.04 0.347
H -1.825 -2.995 1.473 -0.01 -0.04 0.02 0.019
H -2.840 -1.371 3.026 0.00 -0.01 0.11 0.307
Cl -2.799 3.037 4.028 0.03 -0.03 -0.01 -0.270
C -1.148 2.493 4.230 -0.29 0.21 0.22 0.800
C -0.440 2.970 5.333 0.01 0.05 0.05 -0.665
C 0.846 2.581 5.555 0.10 -0.14 -0.11 0.672
Cl 1.707 3.188 6.948 0.02 0.06 0.09 -0.318
C 1.489 1.684 4.659 0.13 0.27 0.44 0.154
C 2.823 1.245 4.826 -0.04 0.00 -0.03 -0.887
C 3.361 0.385 3.916 -0.08 0.07 0.07 -1.093
C 2.563 -0.031 2.836 0.45 -0.35 -0.20 -0.095
N 1.332 0.353 2.649 -0.43 0.29 0.09 0.452
C 0.771 1.207 3.551 -0.28 -0.16 -0.31 -0.313
C -0.632 1.592 3.297 0.64 -0.07 0.12 -1.355
O -1.257 1.135 2.309 -0.62 0.42 0.39 0.123
H -0.932 3.654 6.012 0.02 0.02 0.04 0.456
H 3.389 1.601 5.676 0.03 -0.02 -0.01 0.381
H 4.373 0.020 4.004 0.07 -0.02 0.02 0.460
H 2.983 -0.721 2.103 -0.08 0.09 0.04 0.352
Cl -0.187 -1.185 -2.174 0.52 -0.13 -0.29 -0.154
C 1.613 -1.124 -1.625 -0.27 -0.06 -0.13 -1.903
H 1.771 -0.075 -1.320 -0.07 -0.07 -0.11 0.639
H 2.152 -1.273 -2.569 -0.04 0.04 0.06 0.664
C 0.400 -5.906 -2.999 -0.06 -0.05 -0.03 -0.583
C -0.388 -5.720 -1.872 -0.05 -0.05 0.02 -0.843
C -0.005 -4.802 -0.908 -0.03 -0.02 -0.04 -0.159
C 1.155 -4.051 -1.063 -0.16 0.23 0.47 0.723
C 1.940 -4.249 -2.182 0.24 0.06 -0.08 -0.128
C 1.566 -5.174 -3.143 0.08 -0.06 -0.18 -0.706
As 1.550 -2.689 0.304 0.34 -0.35 -0.02 1.245
C 3.529 -2.692 0.331 -0.36 0.17 -0.13 -0.051
C 4.340 -1.877 -0.445 0.06 -0.02 0.03 -0.333
C 5.721 -1.921 -0.298 0.02 0.13 -0.12 -0.762
C 6.293 -2.780 0.630 0.12 0.01 -0.02 -0.789
C 5.489 -3.592 1.411 0.08 -0.04 0.05 -0.746
C 4.107 -3.554 1.269 -0.04 -0.02 0.01 0.385
C 3.155 -4.349 2.069 0.15 0.06 -0.04 0.681
C 3.512 -5.221 3.093 -0.02 0.02 -0.04 -0.523
C 2.522 -5.882 3.798 0.07 -0.09 0.12 -0.699
C 1.185 -5.659 3.496 -0.08 -0.04 0.03 -0.832
C 0.841 -4.779 2.479 -0.04 -0.03 0.02 -0.406
C 1.821 -4.132 1.738 -0.29 0.07 -0.07 -0.022
H 0.105 -6.617 -3.759 -0.01 -0.04 -0.02 0.363
H -1.301 -6.289 -1.739 0.00 -0.01 -0.03 0.406
H -0.625 -4.670 -0.028 0.00 0.03 0.00 0.294
H 2.854 -3.679 -2.309 -0.05 0.02 0.02 0.323
H 2.191 -5.318 -4.017 -0.01 -0.01 0.00 0.378
H 3.896 -1.204 -1.166 0.01 0.00 0.01 0.225
H 6.348 -1.279 -0.907 -0.01 -0.04 0.04 0.412
H 7.369 -2.815 0.746 -0.01 0.00 0.00 0.385
H 5.946 -4.254 2.137 -0.01 0.00 0.00 0.342
H 4.552 -5.384 3.344 0.02 -0.01 0.03 0.342
H 2.794 -6.564 4.596 -0.03 0.00 0.00 0.373
H 0.411 -6.166 4.060 -0.01 -0.01 0.01 0.423
H -0.213 -4.606 2.278 0.03 0.02 -0.02 0.090
C -2.936 3.764 -4.080 0.04 0.03 0.06 -1.888
C -2.869 2.523 -3.188 -0.03 0.21 -0.24 2.115
C -2.279 1.378 -4.017 0.05 0.00 -0.05 -1.799
C -4.278 2.116 -2.770 -0.10 0.04 0.01 -2.011
P -1.766 2.658 -1.688 0.15 -0.40 0.34 1.005
C -0.252 3.366 -2.437 -0.09 0.20 0.12 0.271
C 0.730 2.444 -2.777 0.13 -0.21 -0.01 -0.694
C 1.928 2.848 -3.348 -0.04 0.02 0.01 -0.673
C 2.167 4.192 -3.573 0.10 -0.03 -0.03 -0.610
C 1.203 5.127 -3.231 0.06 0.05 -0.06 -0.790
C 0.006 4.717 -2.674 -0.13 -0.05 0.04 -0.170
C -2.430 3.913 -0.473 -0.06 0.13 -0.04 1.966
C -3.428 3.154 0.412 -0.04 0.00 0.05 -1.441
C -3.117 5.179 -0.992 -0.05 -0.03 -0.03 -1.919
C -1.263 4.297 0.445 0.06 0.01 -0.02 -1.850
H -3.547 3.549 -4.959 -0.08 -0.05 -0.09 0.534
H -1.947 4.052 -4.433 0.06 0.00 -0.02 0.348
H -3.377 4.622 -3.578 -0.03 0.02 0.05 0.267
H -2.933 1.191 -4.870 -0.07 -0.05 -0.11 0.543
H -2.179 0.460 -3.443 -0.05 -0.08 0.09 0.151
H -1.291 1.624 -4.403 0.07 0.05 -0.03 0.374
H -4.842 1.848 -3.665 -0.10 -0.02 -0.07 0.580
H -4.816 2.919 -2.268 -0.01 0.09 0.02 0.319
H -4.270 1.253 -2.109 0.07 -0.12 0.09 0.112
H 0.568 1.388 -2.594 -0.05 0.01 0.00 0.630
H 2.667 2.103 -3.597 0.13 -0.07 -0.05 0.489
H 3.107 4.509 -4.003 0.06 0.05 -0.05 0.372
H 1.383 6.179 -3.403 0.02 0.09 0.00 0.453
H -0.732 5.458 -2.416 -0.05 0.07 0.00 0.159
H -4.289 2.774 -0.138 -0.01 0.00 -0.06 0.156
H -3.794 3.845 1.174 -0.08 0.02 0.08 0.595
H -2.945 2.330 0.935 0.03 -0.05 0.01 0.005
H -4.040 4.949 -1.523 -0.07 -0.07 -0.03 0.386
H -2.502 5.782 -1.655 0.10 0.02 -0.03 0.190
H -3.390 5.806 -0.141 0.00 0.04 0.10 0.520
H -0.757 3.414 0.842 0.00 -0.06 -0.03 0.214
H -1.670 4.832 1.303 0.00 0.09 0.11 0.575
H -0.527 4.934 -0.044 0.02 0.02 -0.04 0.323
```
Forces are in eV/Å.

Summary:
- Gap between HOMO and LUMO: 6.418 eV
- Spin multiplicity: 1
- Net charge: -1
- ΔE to the lowest compared entry with this formula, charge and spin: 39.54 kJ/mol
- Highest occupied orbital energy: -4.24 eV
- E_LUMO: 2.176 eV

4.
Here is the molecule C8H5ClN2 from the OMol25 dataset. Energies are from the ωB97M-V functional and the def2-TZVPD basis.

XYZ file:
```
16
Properties=species:S:1:pos:R:3:forces:R:3:nbo_charge:R:1
C -2.474 1.879 -0.424 0.65 -1.31 -0.07 0.270
C -2.849 -1.100 -0.825 0.41 -0.34 -0.13 0.244
C 0.794 0.501 0.467 -0.30 1.43 0.72 -0.206
C 0.600 -0.913 0.495 -4.86 1.41 -2.08 -0.190
C -0.130 1.362 0.029 -0.18 -1.42 0.18 -0.139
C -0.600 -1.466 0.200 1.36 1.95 -0.44 -0.171
C -1.431 0.899 -0.559 1.10 -1.49 1.06 -0.375
C -1.778 -0.559 0.036 -1.16 0.12 -0.51 -0.074
N -3.318 2.607 -0.615 -1.67 1.66 0.10 -0.259
N -3.580 -1.547 -1.591 0.06 0.19 0.28 -0.260
Cl -2.478 -0.691 1.782 0.05 0.92 -0.89 -0.027
H 1.622 0.925 1.008 0.48 -0.02 -0.20 0.226
H 1.251 -1.561 0.826 4.03 -2.95 1.44 0.212
H -0.060 2.399 0.126 0.57 1.44 0.16 0.222
H -0.731 -2.514 0.191 -0.42 -0.83 0.17 0.236
H -1.286 0.863 -1.654 -0.12 -0.76 0.21 0.292
```
Forces are in eV/Å.

Summary:
- Gap between HOMO and LUMO: 9.081 eV
- Spin multiplicity: 1
- ΔE to the lowest compared entry with this formula, charge and spin: 277.88 kJ/mol
- SMILES: N#C[C@H]1C=CC=C[C@]1(Cl)C#N
- Highest occupied orbital energy: -9.67 eV
- E_LUMO: -0.585 eV